(1)
DFT (ωB97M-V with the def2-TZVPD basis set) results for C8H9NO6Y as an isolated structure in a non-equilibrium geometry.

Geometry as XYZ:
```
25
Properties=species:S:1:pos:R:3
Y -0.0524 0.6434 -0.4200
C -0.0820 1.8362 1.7334
O -0.0655 2.3763 2.7609
C -0.0646 3.0969 -0.4155
O -0.0953 4.2401 -0.2362
C -2.2705 1.3332 0.0656
O -3.3076 1.7452 0.3779
C 2.2061 1.3060 -0.0273
O 3.2422 1.7343 0.2733
C -0.0871 -0.2390 -4.6924
H 0.8495 -0.7952 -4.5612
H -1.0206 -0.7943 -4.5371
C -0.0904 1.0648 -5.0134
H -1.0257 1.6271 -5.1294
H 0.8422 1.6257 -5.1537
N -0.6933 -2.4308 3.1144
C 0.6654 -2.5113 2.5237
C 0.7027 -1.2729 1.6805
O 1.6638 -0.4639 1.6848
O -0.4448 -1.0651 1.0613
H -0.6990 -1.6432 3.7670
H -0.9802 -3.2587 3.6267
H -1.3393 -2.2053 2.3329
H 1.4462 -2.5418 3.2873
H 0.6998 -3.4078 1.8964
```

For the LUMO energy, the calculation gives -13.5 eV. As for the HOMO energy: -18.62 eV. The value obtained for the orbital gap is 0.1880 hartree. The relative energy (zero: lowest compared OMol25 entry of this formula, charge and spin) is 21.5 kcal per mole. The value obtained for the total energy is -23228.755 eV. The charge is +3.


(2)
DFT (ωB97M-V with the def2-TZVPD basis set) results for a 2-piece molecular cluster, C8H9NO8 overall in a non-equilibrium geometry.

Geometry as XYZ:
```
26
Properties=species:S:1:pos:R:3
N -0.9488 -3.4441 0.5500
C -0.7029 -2.1066 0.8124
C -1.3951 -1.2079 1.5014
C -2.7110 -1.4292 2.1604
O -3.6736 -0.4984 1.6765
O -3.9796 -0.9289 0.3508
C -0.6516 0.0654 1.5012
O -0.9721 1.1048 1.9854
O 0.5243 -0.1246 0.8027
C 0.5289 -1.4117 0.3173
O 1.3886 -1.8443 -0.3971
H -1.5543 -3.5892 -0.2415
H -1.2627 -3.9453 1.3621
H -3.0785 -2.4154 1.9160
H -2.6227 -1.2763 3.2250
H -3.8042 -0.1529 -0.1925
O 3.9572 3.3592 -3.7192
C 3.3092 2.8995 -2.8417
O 2.3015 2.0077 -3.0102
C 1.9179 1.5175 -1.7208
C 2.3706 2.6308 -0.8029
O 3.4707 3.1919 -1.5268
H 0.8462 1.3428 -1.6822
H 2.4399 0.5786 -1.5289
H 1.6076 3.4001 -0.6692
H 2.6946 2.2766 0.1717
```

For the LUMO energy, the calculation gives -1.3 eV. As for the HOMO energy: -10.85 eV. The value obtained for the orbital gap is 0.3527 hartree. As for the SMILES: NC1=C(COO)C(=O)OC1=O.O=C1OCCO1. The value obtained for the total energy is -26309.065 eV.